Density functional theory data (ωB97M-V/def2-TZVPD) for C4H4OS3 as an isolated structure.

The geometry in XYZ format:
```
12
C4H4OS3 | the Open Molecules 2025 dataset | ωB97M-V/def2-TZVPD
C -0.86116 -0.23831 -0.34906
C 0.00597 0.84201 -0.66996
C -0.09214 2.30222 -0.33481
C 2.22242 0.11044 -0.37641
H -2.98248 -0.44020 0.86683
H 0.60937 2.86653 -0.81931
H -0.99752 2.71419 0.23118
H 3.32887 0.37539 -1.14433
O 1.27149 0.46550 -1.21533
S -2.18529 0.61954 0.64130
S -0.87125 -1.91562 -0.53553
S 1.94525 -0.41255 1.20483
```

Results
* 2S+1: 1
* LUMO level: -0.0708 Ha
* energy above the lowest of the compared OMol25 structures with the same formula, charge and spin: 388.4 kJ/mol